(1)
Entry from the OMol25 dataset: a structure of composition C19H26N4S in a non-equilibrium geometry (ωB97M-V with the def2-TZVPD basis set).

CARTESIAN COORDINATES (ANGSTROEM)
C -2.6914 -2.0689 0.4121
H -2.8398 -2.2880 1.3379
H -1.6685 -2.0804 0.0089
H -3.0822 -2.8042 -0.2752
C -3.1707 -0.5209 0.0082
C -3.1103 -0.2300 -1.2459
C -3.6787 -1.0119 -2.1296
C -3.5174 -0.7160 -3.7658
C -2.8928 0.4583 -4.0735
C -2.4645 1.3620 -3.0556
C -2.5173 0.7000 -1.7076
N -1.8686 1.6726 -0.7619
C -0.6629 1.9023 -0.2543
N -0.1310 0.4598 -0.3476
H -0.4620 -0.1589 -0.9586
C 1.2717 0.3080 0.2197
H 1.6500 1.4320 0.4620
H 1.8437 -0.0171 -0.6902
C 1.3320 -0.7955 1.0787
N 1.0577 -0.3413 2.6604
C -0.2053 -0.0340 2.7895
H -0.8912 -1.0183 2.6340
H -0.7165 0.7759 2.4195
H -0.4726 -0.0644 4.0818
C 2.0288 0.7042 2.7852
H 1.5418 1.8029 2.5523
H 1.8438 1.0686 4.1535
H 2.9257 0.5141 2.6945
C 2.7759 -1.3759 1.3819
C 3.8665 -0.7121 0.8454
N 5.1306 -1.3942 0.7802
C 5.3430 -2.4735 1.2962
C 4.1184 -3.2556 1.8564
C 2.9574 -2.5229 1.8225
H 2.0724 -3.1055 2.2108
H 4.2105 -4.3926 2.2470
H 6.3190 -2.8859 1.2484
H 3.7576 0.1880 0.5788
H 0.6691 -1.5768 1.0132
S -0.0869 2.8545 0.6950
H -2.5236 2.7872 -0.5767
C -1.8219 2.4659 -3.1514
H -0.7500 2.7117 -2.8301
H -2.3607 3.5621 -2.9879
H -1.5392 2.6054 -4.4958
H -3.0381 0.8861 -5.1252
H -4.0991 -1.2166 -4.4164
H -4.2856 -1.8350 -2.0772
H -2.7993 -0.0265 0.6253
H -4.2546 -0.8973 0.4383

Atoms 1-3, force components in eV/Å:
C 2.3199 3.0641 -8.0103
H -0.5777 -1.2330 5.7803
H 0.4364 -0.2050 1.1649

Net charge: 0
Spin multiplicity: 1
E_HOMO in eV: -8.1
Frontier orbital gap in eV: 8.0


(2)
Entry from the OMol25 dataset: a structure of composition C6H6B2CdF17NO6S2 in a non-equilibrium geometry (ωB97M-V with the def2-TZVPD basis set).

CARTESIAN COORDINATES (ANGSTROEM)
Cd 0.0967 0.4203 -0.8808
C -1.3641 3.2777 1.3923
F -2.2325 3.5565 0.4366
F -0.1478 3.5363 0.9152
F -1.6004 4.0207 2.4768
S -1.4012 1.4766 1.8994
O -0.1091 1.1795 2.4296
O -2.4735 1.3234 2.8195
N -1.5004 0.6553 0.4209
S -3.0680 0.3550 0.1425
O -3.9382 1.3661 0.6629
O -3.3034 0.0591 -1.2327
C -3.3899 -1.3078 0.9429
F -2.9425 -1.3655 2.1860
F -4.7221 -1.5003 0.9503
F -2.8706 -2.2753 0.2161
C 0.5005 -2.3062 -0.5885
O 1.1770 -1.2796 0.1934
O -0.3603 -1.7233 -1.4025
C 1.5684 -3.2838 -1.1389
F 1.2386 -3.8458 -2.3136
F 2.7504 -2.6916 -1.3513
F 1.7581 -4.3108 -0.2767
C 1.4058 -1.5926 1.5578
C 2.4753 -0.6597 2.0872
H 2.5299 -0.7372 3.1738
H 3.4257 -0.8289 1.5768
H 2.2603 0.3733 1.8156
H 1.8053 -2.6105 1.6014
H 0.5028 -1.5203 2.1728
H -0.0651 -2.8787 0.1839
B -0.5218 2.0646 -3.0325
F -1.7074 2.6663 -3.4302
F 0.4567 2.3901 -3.9724
F -0.1273 2.4561 -1.6968
F -0.6058 0.6321 -2.9969
B 2.8960 0.9744 -1.6675
F 4.0393 0.3674 -1.0765
F 2.0294 1.1786 -0.4949
F 3.2583 2.2355 -2.1226
F 2.2770 0.1529 -2.5786

Atoms 1-3, force components in eV/Å:
Cd 0.5114 -1.7573 -1.1380
C 0.4359 -0.6366 -0.5747
F -0.2362 0.1712 0.3084

Net charge: -2
Spin multiplicity: 1
E_HOMO in eV: -3.3
Frontier orbital gap in eV: 8.0


(3)
Entry from the OMol25 dataset: a structure of composition C13H10IN2ReS4Sb in a non-equilibrium geometry (ωB97M-V with the def2-TZVPD basis set).

CARTESIAN COORDINATES (ANGSTROEM)
Re -0.5474 1.2857 0.7415
I 0.2967 -0.6084 2.6105
C -0.1207 -2.0279 1.1804
C -0.0844 -3.3636 1.5627
C -0.2747 -4.3579 0.6085
C -0.4815 -3.9937 -0.7041
C -0.5361 -2.6358 -1.0796
C -0.7046 -2.3076 -2.4324
C -0.7538 -0.9811 -2.8638
C -0.6898 0.0313 -1.9461
C -0.4857 -0.1900 -0.5316
C -0.3837 -1.5956 -0.1133
H 0.1028 -3.6394 2.5932
H -0.2421 -5.3993 0.8978
H -0.5951 -4.7524 -1.4685
H -0.7996 -3.1096 -3.1566
H -0.8809 -0.7571 -3.9143
H -0.8004 1.0377 -2.3184
S -2.9104 3.5824 -0.9652
Sb -3.9838 2.8529 0.9766
S -2.4049 1.4395 2.0411
S -1.0026 2.9807 -0.6696
S -5.9838 3.2725 1.4565
N 3.4137 2.6756 0.2207
C 3.2558 2.9687 1.5565
C 1.9984 2.5917 1.8741
N 1.3881 2.0746 0.7260
C 2.2887 2.1510 -0.2526
H 4.2507 2.8416 -0.3241
H 4.0362 3.4170 2.1482
H 1.4882 2.6777 2.8198
H 2.1468 1.8389 -1.2739

Atoms 1-3, force components in eV/Å:
Re 0.1326 0.6533 -1.4254
I 0.2376 0.2898 0.4010
C -0.0827 -0.2301 -0.0340

Net charge: +3
Spin multiplicity: 1
E_HOMO (alpha / beta) in eV: -18.1 / -18.1
Frontier orbital gap (alpha / beta) in eV: 5.8 / 5.4


(4)
Entry from the OMol25 dataset: a cluster of 2 separate species, C4H13N2 in total in a non-equilibrium geometry (ωB97M-V with the def2-TZVPD basis set).

CARTESIAN COORDINATES (ANGSTROEM)
C -2.2566 1.1259 0.4531
C -0.4401 -0.5018 1.3183
C 2.4705 -0.4984 -0.8587
C -1.2261 -0.0079 0.1888
N -1.1865 -0.6553 -0.9522
N 1.5842 0.6323 -0.4680
H -3.3424 0.7365 0.3427
H -1.7947 1.9380 -0.1280
H -2.2076 1.2963 1.5065
H -1.2378 -0.8103 2.0636
H 0.2512 0.2198 1.7244
H 0.2945 -1.2711 1.1564
H 3.5085 -0.3898 -0.8518
H 2.2191 -1.2894 -0.2308
H 2.1990 -0.8958 -1.9035
H -1.7063 -0.5910 -1.8100
H -0.6131 -1.4788 -0.8710
H 1.9277 1.0394 0.4444
H 1.5567 1.4011 -1.1242

Atoms 1-3, force components in eV/Å:
C 0.5590 -2.7486 -0.5720
C -1.1194 -0.4107 1.2679
C -3.7351 -0.5366 -2.9574

Net charge: +1
Spin multiplicity: 3
E_HOMO (alpha / beta) in eV: -9.3 / -14.6
Expectation value of S²: 2.010
Frontier orbital gap (alpha / beta) in eV: 5.9 / 5.6


(5)
Entry from the OMol25 dataset: a structure of composition C31H28BaN6OS (ωB97M-V with the def2-TZVPD basis set).

CARTESIAN COORDINATES (ANGSTROEM)
Ba -0.0879 0.7659 -0.8549
O 2.1791 4.2513 -0.0965
C 1.7853 3.4388 -0.9478
N 0.5692 3.2806 -1.4436
C -0.4510 4.1001 -0.8125
C -1.8144 3.8401 -1.4121
C -2.4731 4.8623 -2.0908
C -3.7226 4.6253 -2.6344
C -4.2855 3.3644 -2.5003
C -3.5645 2.3983 -1.8233
N -2.3659 2.6253 -1.2802
C 2.8517 2.5197 -1.5322
C 4.0143 3.1193 -2.0176
C 5.0165 2.3263 -2.5353
C 4.8561 0.9445 -2.5293
C 3.6929 0.4274 -1.9992
N 2.7089 1.1918 -1.5123
H -0.2268 5.1650 -0.9334
H -0.5038 3.9364 0.2757
H -1.9976 5.8284 -2.1897
H -4.2474 5.4111 -3.1628
H -5.2548 3.1273 -2.9162
H -3.9494 1.3890 -1.7128
H 4.1059 4.1949 -1.9674
H 5.9196 2.7725 -2.9322
H 5.6181 0.2830 -2.9170
H 3.5332 -0.6445 -1.9466
C 0.5610 0.7199 4.1887
C 1.3577 -0.3948 4.4073
C 1.5546 -1.2946 3.3742
C 0.9455 -1.0994 2.1229
C 0.1432 0.0350 1.8546
C -0.0051 0.9209 2.9346
C 1.1573 -2.1403 1.0776
C 1.6650 -3.4324 1.4263
C 1.9158 -4.3544 0.4631
C 1.6518 -4.0554 -0.8929
C 1.9180 -4.9586 -1.9447
C 1.6277 -4.6178 -3.2354
C 1.0354 -3.3693 -3.5093
C 0.7530 -2.4839 -2.5057
C 1.0853 -2.7900 -1.1634
N 0.8695 -1.8694 -0.1827
H 0.4059 1.4400 4.9854
H 1.8383 -0.5531 5.3646
H 2.2155 -2.1317 3.5611
H -0.5913 1.8307 2.8013
H 1.8449 -3.6855 2.4591
H 2.3145 -5.3292 0.7211
H 2.3575 -5.9210 -1.7097
H 1.8358 -5.3027 -4.0465
H 0.7813 -3.1174 -4.5312
H 0.2623 -1.5531 -2.7654
S -2.5217 -1.4129 -1.0126
C -2.6976 -1.3562 0.6773
N -3.3546 -0.3535 1.2750
C -3.4451 -0.1766 2.7203
C -3.4240 -1.5383 3.3903
C -2.2135 -2.3132 2.9026
N -2.2254 -2.3442 1.4438
H -3.6267 0.3992 0.6664
H -4.3737 0.3493 2.9402
H -2.6056 0.4272 3.0728
H -4.3369 -2.0871 3.1480
H -3.3750 -1.4163 4.4718
H -2.2402 -3.3410 3.2632
H -1.2918 -1.8423 3.2550
H -1.6746 -3.0309 0.9559

Atoms 1-3, force components in eV/Å:
Ba -0.1765 -0.5143 0.2351
O -0.1027 -0.0083 -0.0283
C 0.1915 0.3089 0.0958

Net charge: 0
Spin multiplicity: 1
E_HOMO in eV: -7.2
Frontier orbital gap in eV: 7.3


(6)
Entry from the OMol25 dataset: a structure of composition C19H16Cl2FMgN3S3Si in a non-equilibrium geometry (ωB97M-V with the def2-TZVPD basis set).

CARTESIAN COORDINATES (ANGSTROEM)
Mg -0.2442 -0.8102 0.8150
Cl 2.1623 -1.2924 2.3904
C 3.6291 -1.1429 1.4849
C 4.8270 -1.0910 2.1657
C 6.0233 -1.0016 1.4689
C 5.9976 -0.9853 0.0823
C 4.7944 -1.0273 -0.5831
Cl 4.8248 -1.0131 -2.3109
C 3.5454 -1.0776 0.0743
S 2.0754 -1.0463 -0.7827
H 4.8165 -1.1204 3.2444
H 6.9655 -0.9520 1.9937
H 6.9119 -0.9346 -0.4897
S -0.8177 -0.0003 3.2385
C -2.1715 -1.0286 3.1055
S -2.4366 -1.8784 1.6474
C -3.0556 -1.1967 4.1784
C -2.8224 -0.6942 5.4551
N -2.6640 -0.3330 6.5430
C -4.2272 -1.9385 4.0401
N -5.2191 -2.5270 3.9677
C -2.4286 2.9706 -0.4532
Si -0.7538 2.0511 -0.6844
C 0.3298 2.4572 0.8246
C 0.1322 2.8214 -2.2072
N -0.9146 0.3517 -0.7704
C -1.4747 -0.3192 -1.7861
C -2.1745 0.2743 -2.8621
C -2.7409 -0.4662 -3.8750
C -2.6536 -1.8499 -3.8906
C -1.9600 -2.4767 -2.8652
C -1.3999 -1.7231 -1.8649
F -0.6977 -2.3942 -0.8892
H -2.2895 4.0239 -0.2244
H -2.9787 2.5187 0.3668
H -3.0532 2.9012 -1.3392
H 0.5936 3.5122 0.8590
H 1.2525 1.8823 0.8005
H -0.1932 2.2130 1.7453
H 0.3273 3.8791 -2.0514
H -0.4492 2.7189 -3.1181
H 1.0826 2.3243 -2.3726
H -2.2592 1.3508 -2.8812
H -3.2631 0.0489 -4.6741
H -3.1074 -2.4314 -4.6790
H -1.8402 -3.5497 -2.8352

Atoms 1-3, force components in eV/Å:
Mg -0.1904 0.0530 -0.1718
Cl 0.0378 0.0616 0.3731
C 0.1959 -0.0501 -0.4684

Net charge: -2
Spin multiplicity: 1
E_HOMO in eV: -2.2
Frontier orbital gap in eV: 6.5


Sequential relative energy (zero: lowest compared OMol25 entry of this formula, charge and spin) output: 492.3, 0.0, 0.0, 18.5, 1.4, 15.3 kcal per mole
Sequential energy output: -1356.04731, -3450.55784, -2818.81463, -269.25603, -2025.67201, -3602.55355 Eh